Record 1
Below is a structure of composition C46H74F6O25Pb at a distorted geometry, with properties calculated with ωB97M-V with the def2-TZVPD basis set.

The HOMO energy is -9.1 eV. The charge is 0. Its lowest unoccupied orbital energy is -0.55 eV. For the energy, the calculation gives -121635.06101 eV.

Cartesian coordinates (Å):
Pb -3.44737 1.28749 -2.80216
C -0.07535 -0.06574 -1.66120
O -0.73895 -0.51550 -0.48082
O -1.01637 0.58413 -2.40773
C 1.25094 0.52604 -1.19902
F 2.10448 -0.37429 -1.11199
F 1.92956 1.16810 -2.16199
F 1.11933 1.20981 -0.01233
C -0.31227 -1.75125 0.03787
C -1.27464 -1.86422 1.19448
H -1.09182 -2.78861 1.74238
H -1.04690 -0.97661 1.78471
H -2.33341 -1.73178 0.97187
H 0.71503 -1.75439 0.40221
H -0.27391 -2.60958 -0.63287
H 0.17283 -0.95869 -2.23492
C -4.04563 4.26917 -1.82134
O -2.82349 3.64261 -2.10962
O -4.96896 3.18791 -2.04611
C -3.95021 4.92902 -0.44541
F -5.17529 4.97359 0.10434
F -3.28895 4.25997 0.50140
F -3.50652 6.18308 -0.51800
C -1.66731 4.33892 -2.21620
C -1.35005 4.92453 -3.63381
H -0.33765 5.26876 -3.84514
H -1.62493 4.23398 -4.43110
H -1.91295 5.84719 -3.77508
H -1.04167 3.46486 -2.03538
H -1.33602 4.95735 -1.38200
H -4.20643 5.09400 -2.51553
C 4.93038 -2.76550 0.34054
O 3.75487 -2.61811 -0.27052
C 3.28944 -3.46122 -1.15287
O 3.88965 -4.32421 -1.84644
O 2.06479 -3.18970 -1.47441
C 1.43395 -3.57862 -2.66867
H 5.31074 -2.14614 1.15283
H 5.74952 -2.86281 -0.37195
H 4.86356 -3.75110 0.80123
H 1.69620 -4.58744 -2.98742
H 1.74934 -2.90342 -3.46412
H 0.34593 -3.52292 -2.63395
C 6.61982 2.90910 4.44954
O 5.26425 2.51963 4.06976
C 5.05396 1.34745 3.52732
O 5.98168 0.54284 3.31039
O 3.73895 1.19058 3.30372
C 3.25584 0.14215 2.54488
H 7.21913 3.03665 3.54806
H 7.20686 2.24239 5.08119
H 6.70162 3.88155 4.93508
H 3.88225 -0.03663 1.67096
H 2.24268 0.49959 2.36091
H 3.20514 -0.79815 3.09385
C 1.49346 -6.27266 3.78508
C 2.37293 -5.70113 2.76200
C 2.75374 -4.32925 3.31167
O 1.85517 -4.05349 4.39323
C 0.75697 -4.99989 4.34063
H 2.16194 -6.83411 4.43778
H 0.75772 -7.02924 3.51237
H 1.93530 -5.65246 1.76490
H 3.22488 -6.37529 2.67370
H 2.78268 -3.61436 2.48936
H 3.67638 -4.40202 3.88747
H 0.03614 -4.62902 3.61196
H 0.27490 -5.31771 5.26513
O -1.34609 -2.40363 5.60299
C -1.10057 -1.15750 5.62117
O -0.47721 -0.48544 4.65143
C 0.27270 0.55259 5.24817
C -0.42685 0.96065 6.48033
C -1.21593 -0.23953 6.82208
H 0.27887 1.46365 4.64981
H 1.30121 0.20632 5.35005
H -1.15992 1.75024 6.31530
H 0.25008 1.21631 7.29551
H -2.19830 -0.08556 7.26856
H -0.57902 -0.78901 7.51527
O 5.30115 7.16936 1.15876
C 4.54226 6.25721 0.67624
O 4.53855 6.03838 -0.64626
C 3.91752 4.73485 -0.96282
C 2.96874 4.72783 0.22770
C 3.62590 5.32755 1.39299
H 4.72537 4.00308 -0.96468
H 3.56908 5.05291 -1.94543
H 2.74035 3.68099 0.42786
H 2.11123 5.34771 -0.03407
H 4.29067 4.64441 1.92167
H 2.98768 5.88192 2.08107
O -6.30207 -4.65950 -2.07051
C -5.16384 -4.35906 -1.67453
O -4.54052 -3.21821 -2.03279
C -3.19590 -3.16453 -1.55823
C -3.09120 -4.31482 -0.48165
C -4.12543 -5.36173 -1.00245
H -3.03678 -2.13603 -1.23425
H -2.45756 -3.41853 -2.31879
H -3.22799 -3.92144 0.52564
H -2.10352 -4.76896 -0.40193
H -4.50839 -6.05362 -0.25228
H -3.68818 -5.98052 -1.78604
O -3.43474 -0.86892 -4.13914
C -2.76189 -1.43527 -4.97855
O -3.29792 -2.27034 -5.87752
C -2.31298 -2.90880 -6.63025
C -1.22024 -1.85939 -6.81060
C -1.27383 -1.16766 -5.39237
H -2.65646 -3.38952 -7.54623
H -1.93576 -3.79909 -6.12706
H -1.29061 -1.06646 -7.55519
H -0.21631 -2.26852 -6.92385
H -1.08603 -0.09398 -5.39780
H -0.59543 -1.60738 -4.66125
O -2.38573 3.83888 4.99413
C -2.01698 3.62367 3.90714
O -2.20750 2.41306 3.40956
C -1.59413 2.26704 2.12007
C -0.67526 3.53756 2.02686
C -1.38648 4.51264 2.92749
H -2.22042 2.32544 1.22987
H -0.85890 1.47849 1.95964
H -0.70146 3.95608 1.02074
H 0.33785 3.20275 2.24959
H -2.22553 5.13371 2.61387
H -0.55929 5.10733 3.31506
O -4.43293 0.03677 -0.57323
C -4.89083 -0.44957 0.46337
O -5.59473 -1.54817 0.34257
C -6.00927 -2.12095 1.60512
C -5.39655 -1.28175 2.63216
C -4.89722 0.01204 1.95296
H -5.65042 -3.14566 1.70152
H -7.06562 -2.01348 1.85145
H -4.52305 -1.70850 3.12509
H -6.15853 -1.21066 3.40832
H -3.95654 0.42512 2.31710
H -5.64953 0.79855 2.01238
O 1.08213 -0.04664 -8.29540
C 1.89239 0.49386 -7.53471
O 3.03154 1.05552 -7.88636
C 3.73410 1.53582 -6.76275
C 2.73581 1.74162 -5.66980
C 1.75088 0.68018 -6.03947
H 4.21396 2.48606 -6.99700
H 4.51557 0.84365 -6.44921
H 2.42105 2.78512 -5.68149
H 3.04907 1.53142 -4.64717
H 0.75189 0.68752 -5.60350
H 2.16905 -0.26246 -5.68639

Atomic partial charges in e from the Löwdin method, atoms 1 to 8: number 1, Pb, carries 1.7745; number 2, C, carries -0.4267; number 3, O, carries -0.0977; number 4, O, carries -0.3249; number 5, C, carries -0.6122; number 6, F, carries 0.2055; number 7, F, carries 0.1302; number 8, F, carries 0.1220

***

Record 2
Below is a cluster of 13 separate species, C46H74O24 in total at a distorted geometry, with properties calculated with ωB97M-V with the def2-TZVPD basis set.

The HOMO energy is -9.8 eV. The charge is 0. Its lowest unoccupied orbital energy is 0.42 eV. The relative energy (zero: lowest compared OMol25 entry of this formula, charge and spin) comes out at 0.0 kcal per mole. For the energy, the calculation gives -98043.96571 eV.

Cartesian coordinates (Å):
C -0.23582 -4.40883 2.34365
O -0.90518 -5.39242 3.07479
H 0.09162 -4.78504 1.32889
H -0.85596 -3.53100 2.16881
H 0.69617 -4.12529 2.79433
H -0.32113 -6.16332 3.15012
C -0.00010 2.89206 -3.88413
O -0.74883 4.02565 -3.41733
H 0.97352 3.11134 -4.35728
H 0.18938 2.26301 -2.99083
H -0.63271 2.24336 -4.52656
H -1.24272 4.45207 -4.11420
O -1.35503 -0.49366 6.18291
C -2.28043 -1.03988 5.63535
O -3.41846 -0.37685 5.38425
C -4.30991 -1.19345 4.63073
C -3.94454 -2.62568 4.98913
C -2.42484 -2.46255 5.15261
H -4.10268 -0.97892 3.57576
H -5.28192 -0.84536 4.93572
H -4.17731 -3.33041 4.20170
H -4.33541 -2.83613 5.97665
H -1.91389 -2.41987 4.20336
H -1.94011 -3.19610 5.75792
O 5.65324 1.50805 2.20083
C 5.63484 2.08951 1.16178
O 6.63102 1.81642 0.20681
C 6.37126 2.62544 -0.92675
C 4.93366 3.07616 -0.82856
C 4.64610 3.09573 0.65652
H 6.56913 2.07262 -1.84233
H 7.04072 3.47163 -0.85684
H 4.34565 2.24328 -1.33469
H 4.77311 4.06425 -1.28280
H 3.72075 2.75289 1.07183
H 5.01755 4.01510 1.11519
O 2.13052 -0.87017 2.14243
C 1.91436 0.05038 2.93489
O 2.17802 1.31120 2.65195
C 1.82458 2.14384 3.72117
C 0.87592 1.34103 4.64942
C 1.21475 -0.06000 4.25190
H 1.30771 3.03063 3.34346
H 2.70554 2.46225 4.26432
H -0.18497 1.50676 4.34011
H 1.01399 1.54833 5.70990
H 0.31462 -0.68021 4.04870
H 1.87632 -0.63782 4.93274
O 2.03683 5.78797 2.74856
C 1.92962 5.62656 1.53347
O 1.57131 4.40377 1.03065
C 1.56389 4.45196 -0.41982
C 1.63827 5.90055 -0.87068
C 2.11348 6.63383 0.44211
H 0.78173 3.77456 -0.73775
H 2.50466 3.97859 -0.71274
H 0.61646 6.26163 -1.08775
H 2.25521 6.07689 -1.75338
H 1.76435 7.60419 0.69396
H 3.20474 6.81696 0.36453
O 2.87945 0.97533 -2.72840
C 3.35573 0.00965 -3.25397
O 4.71868 -0.17190 -3.35263
C 5.03361 -1.20396 -4.29474
C 3.82680 -2.07376 -4.36257
C 2.69435 -1.19577 -3.93746
H 5.92656 -1.73284 -3.91714
H 5.17802 -0.72895 -5.24781
H 3.89910 -2.88038 -3.63600
H 3.72086 -2.48050 -5.36200
H 2.04942 -1.59269 -3.17450
H 2.01443 -0.79065 -4.70420
O -1.82273 0.53324 -2.36902
C -2.95141 0.59096 -2.69550
O -3.60774 -0.48691 -3.23400
C -4.82893 -0.04540 -3.88780
C -5.18471 1.24026 -3.15299
C -3.88260 1.82151 -2.70933
H -5.45790 -0.93596 -3.95744
H -4.53824 0.16837 -4.93021
H -5.69460 0.95234 -2.21079
H -5.88689 1.91245 -3.66883
H -3.81269 2.20120 -1.72112
H -3.46949 2.57707 -3.33922
O 1.01605 -2.98082 -5.52045
C 0.01887 -3.29012 -4.94518
O -1.15389 -2.67054 -5.15716
C -2.24363 -3.30896 -4.48879
C -1.59657 -4.08833 -3.40763
C -0.21157 -4.40794 -3.99808
H -2.79052 -3.87398 -5.27285
H -2.82517 -2.50355 -4.03371
H -2.09285 -5.02660 -3.19285
H -1.42872 -3.47478 -2.55124
H -0.15562 -5.36275 -4.49412
H 0.57150 -4.51615 -3.24772
O 1.93572 -3.32680 -1.21644
C 2.87752 -3.00131 -0.54794
O 3.61055 -1.97355 -0.97750
C 4.46308 -1.53177 0.15848
C 4.65655 -2.84729 0.93217
C 3.27390 -3.48079 0.81988
H 3.92671 -0.78314 0.67827
H 5.40384 -1.16548 -0.24956
H 4.92158 -2.58745 1.95841
H 5.46566 -3.43330 0.41735
H 2.61273 -3.22533 1.59099
H 3.30342 -4.54795 0.73974
O -1.48826 -1.10801 2.18976
C -0.79562 -0.57951 1.27193
O -0.56393 0.70971 1.31995
C 0.08762 1.14153 0.15686
C 0.59188 -0.14514 -0.52421
C -0.28609 -1.21836 0.06896
H 0.97288 1.76065 0.42872
H -0.63465 1.65942 -0.43886
H 1.63576 -0.34400 -0.36509
H 0.52778 -0.11138 -1.62353
H 0.17448 -2.13528 0.36310
H -1.10684 -1.42811 -0.63471
O -4.72666 -4.02019 -2.07746
C -4.59470 -3.42038 -1.04389
O -3.82221 -3.96599 -0.04130
C -3.95825 -3.10029 1.09936
C -4.33273 -1.74421 0.61497
C -5.17051 -2.11643 -0.58659
H -2.99647 -3.25123 1.57635
H -4.76662 -3.47947 1.70439
H -3.47696 -1.12716 0.31808
H -4.93195 -1.10131 1.25255
H -5.22951 -1.39361 -1.39887
H -6.18431 -2.43192 -0.29862
O -4.66230 1.64283 0.86656
C -3.83809 2.20960 1.49442
O -3.13332 3.26069 0.97406
C -2.10770 3.73119 1.85783
C -2.48578 3.12029 3.23060
C -3.36006 1.91813 2.91447
H -2.30505 4.84580 1.98428
H -1.11823 3.55174 1.42492
H -3.07915 3.81763 3.81238
H -1.59398 2.82934 3.79469
H -4.20164 1.69875 3.57639
H -2.76957 0.99320 2.83164

Atomic partial charges in e from the Löwdin method, atoms 1 to 8: number 1, C, carries -0.1825; number 2, O, carries -0.1113; number 3, H, carries 0.0992; number 4, H, carries 0.0445; number 5, H, carries 0.0633; number 6, H, carries 0.0873; number 7, C, carries -0.1485; number 8, O, carries -0.1361